Record 1
{"formula": "C23H23F2NO", "method": "ωB97M-V/def2-TZVPD", "smiles": "COc1ccc([C@H](CCNCc2ccc(F)cc2)c2ccc(F)cc2)cc1", "relative_energy_kcal_mol": 0.0, "total_charge": 0, "elements": ["C", "O", "C", "C", "C", "C", "C", "C", "C", "N", "C", "C", "C", "C", "C", "F", "C", "C", "C", "C", "C", "C", "F", "C", "C", "C", "C", "H", "H", "H", "H", "H", "H", "H", "H", "H", "H", "H", "H", "H", "H", "H", "H", "H", "H", "H", "H", "H", "H", "H"], "coordinates": [[2.390, -5.303, 1.151], [1.905, -4.084, 1.657], [1.217, -3.259, 0.819], [0.968, -3.509, -0.524], [0.257, -2.588, -1.277], [-0.215, -1.409, -0.722], [-0.956, -0.393, -1.564], [-0.051, 0.814, -1.845], [1.109, 0.437, -2.777], [2.110, 1.467, -2.972], [3.152, 1.549, -1.962], [2.686, 1.957, -0.583], [2.240, 3.256, -0.358], [1.746, 3.635, 0.876], [1.710, 2.696, 1.891], [1.224, 3.056, 3.099], [2.157, 1.401, 1.704], [2.643, 1.039, 0.460], [-2.253, -0.032, -0.878], [-2.394, 1.095, -0.078], [-3.590, 1.366, 0.565], [-4.648, 0.493, 0.403], [-5.819, 0.753, 1.026], [-4.540, -0.639, -0.382], [-3.338, -0.892, -1.016], [0.032, -1.170, 0.626], [0.736, -2.077, 1.387], [3.115, -5.146, 0.346], [1.577, -5.940, 0.787], [2.884, -5.795, 1.987], [1.318, -4.413, -0.998], [0.073, -2.800, -2.321], [-1.203, -0.860, -2.525], [-0.641, 1.610, -2.309], [0.355, 1.187, -0.906], [0.703, 0.192, -3.766], [1.615, -0.451, -2.392], [1.662, 2.369, -3.095], [3.888, 2.274, -2.326], [3.635, 0.569, -1.912], [2.278, 3.979, -1.161], [1.396, 4.638, 1.059], [2.119, 0.695, 2.517], [2.981, 0.027, 0.299], [-1.572, 1.782, 0.052], [-3.705, 2.240, 1.187], [-5.383, -1.303, -0.489], [-3.239, -1.775, -1.629], [-0.337, -0.266, 1.086], [0.926, -1.900, 2.433]], "lowdin_charge": [-0.092, -0.086, -0.277, -0.016, -0.032, -0.203, -0.240, -0.140, -0.211, -0.067, -0.185, -0.235, -0.040, -0.006, -0.277, 0.054, -0.010, -0.043, -0.195, -0.033, 0.001, -0.279, 0.052, -0.003, -0.019, -0.024, 0.003, 0.095, 0.095, 0.092, 0.102, 0.117, 0.143, 0.128, 0.091, 0.119, 0.115, 0.105, 0.120, 0.117, 0.116, 0.117, 0.117, 0.117, 0.109, 0.118, 0.117, 0.120, 0.115, 0.118]}

Record 2
{"formula": "C13H24ClCuN2O6P2S3", "method": "ωB97M-V/def2-TZVPD", "spin_multiplicity": 2, "relative_energy_kcal_mol": 7.3, "s_squared": 0.753, "total_charge": 1, "elements": ["Cu", "C", "C", "S", "C", "C", "S", "C", "C", "S", "H", "H", "H", "H", "H", "H", "H", "H", "H", "H", "H", "H", "N", "C", "C", "P", "O", "O", "O", "P", "O", "O", "O", "H", "H", "H", "H", "H", "H", "H", "H", "Cl", "C", "C", "C", "C", "N", "C", "H", "H", "H", "H"], "coordinates": [[-0.212, -0.163, -0.188], [-0.180, 0.932, 3.464], [-1.226, 1.919, 2.955], [-2.543, 1.287, 1.878], [-3.410, 0.058, 2.897], [-2.717, -1.299, 3.050], [-1.893, -1.905, 1.527], [-0.426, -2.661, 2.266], [0.621, -1.715, 2.874], [0.778, -0.020, 2.206], [-0.624, 0.219, 4.152], [0.578, 1.496, 4.008], [-0.758, 2.697, 2.352], [-1.700, 2.397, 3.813], [-4.364, -0.057, 2.384], [-3.606, 0.497, 3.875], [-3.449, -2.055, 3.330], [-1.958, -1.264, 3.828], [0.008, -3.217, 1.442], [-0.756, -3.370, 3.026], [1.609, -2.152, 2.730], [0.472, -1.594, 3.945], [0.753, -2.665, -3.040], [1.535, -1.397, -2.769], [2.759, -1.269, -3.646], [0.281, -0.048, -3.033], [-0.187, -0.551, -4.511], [0.833, 1.309, -3.063], [-0.854, -0.422, -2.082], [1.901, -1.428, -0.960], [2.915, -2.680, -0.886], [2.480, -0.175, -0.451], [0.590, -1.915, -0.341], [0.361, -2.632, -3.986], [-0.025, -2.666, -2.362], [1.320, -3.502, -2.897], [2.484, -1.228, -4.701], [3.456, -2.091, -3.480], [3.261, -0.335, -3.394], [-0.353, 0.215, -5.083], [3.758, -2.410, -0.489], [2.457, 4.594, -0.694], [0.968, 3.755, -0.802], [-0.126, 4.315, -1.442], [-1.300, 3.585, -1.507], [-1.340, 2.323, -0.950], [-0.278, 1.792, -0.330], [0.860, 2.487, -0.258], [-0.051, 5.295, -1.893], [-2.178, 3.985, -1.994], [-2.228, 1.712, -0.992], [1.707, 2.017, 0.224]], "lowdin_charge": [0.416, -0.447, -0.500, 0.860, -0.500, -0.483, 0.870, -0.512, -0.453, 0.934, 0.060, 0.083, 0.065, 0.085, 0.074, 0.086, 0.080, 0.057, 0.051, 0.087, 0.080, 0.076, 0.195, -0.502, -0.055, 0.342, -0.136, -0.231, -0.318, 0.310, -0.113, -0.263, -0.379, 0.156, 0.146, 0.169, 0.092, 0.087, 0.102, 0.100, 0.102, 0.742, -0.641, -0.049, -0.016, -0.153, -0.051, -0.151, 0.122, 0.122, 0.105, 0.098]}

Record 3
{"formula": "C4H6N2O", "method": "ωB97M-V/def2-TZVPD", "smiles": "c1cn[nH]c1.C=O", "relative_energy_kcal_mol": 60.9, "total_charge": 0, "elements": ["C", "C", "N", "N", "C", "H", "H", "H", "H", "C", "O", "H", "H"], "coordinates": [[-0.707, -0.401, -1.977], [0.407, -0.861, -1.191], [0.311, -0.412, 0.042], [-0.805, 0.309, 0.119], [-1.473, 0.321, -1.071], [-0.961, -0.559, -3.035], [1.216, -1.612, -1.261], [-0.962, 0.812, 0.993], [-2.476, 0.742, -1.147], [1.378, 0.403, 2.139], [1.495, 1.428, 1.510], [1.689, -0.572, 1.746], [0.889, 0.401, 3.133]], "lowdin_charge": [-0.070, -0.144, -0.044, -0.024, -0.110, 0.093, 0.113, 0.151, 0.111, -0.186, -0.035, 0.064, 0.081]}

Record 4
{"formula": "C41H60BrN10O8P", "method": "ωB97M-V/def2-TZVPD", "smiles": "[H]/N=C(/N)NCCCC[N@H+]1[C@H](c2cccnc2)[C@@](CCCOC(C)=O)(C[C@H](C)Br)O[C@H](C[C@H](O)CN)[C@@]1(C(=O)[O-])P(=N)(O)O.c1ccncc1.c1ccncc1.c1ccncc1", "total_charge": 0, "elements": ["H", "N", "C", "N", "N", "C", "C", "C", "C", "N", "C", "C", "C", "C", "C", "N", "C", "C", "C", "C", "C", "O", "C", "C", "O", "C", "C", "C", "Br", "O", "C", "C", "C", "O", "C", "N", "C", "C", "O", "O", "P", "N", "O", "O", "H", "H", "H", "H", "H", "H", "H", "H", "H", "H", "H", "H", "H", "H", "H", "H", "H", "H", "H", "H", "H", "H", "H", "H", "H", "H", "H", "H", "H", "H", "H", "H", "H", "H", "H", "H", "H", "H", "H", "H", "H", "H", "H", "H", "C", "C", "C", "N", "C", "C", "H", "H", "H", "H", "H", "C", "C", "C", "N", "C", "C", "H", "H", "H", "H", "H", "C", "C", "C", "N", "C", "C", "H", "H", "H", "H", "H"], "coordinates": [[0.345, 4.468, -5.439], [1.050, 4.010, -4.870], [0.542, 3.038, -4.221], [1.340, 2.204, -3.453], [-0.820, 2.655, -4.239], [-1.092, 1.357, -4.878], [-0.991, 0.177, -3.914], [-1.938, 0.425, -2.736], [-1.883, -0.719, -1.709], [-1.216, -0.337, -0.424], [-2.159, -0.036, 0.724], [-3.515, 0.468, 0.282], [-4.640, -0.295, 0.565], [-5.880, 0.155, 0.147], [-5.955, 1.360, -0.531], [-4.893, 2.103, -0.835], [-3.710, 1.645, -0.442], [-1.399, 0.790, 1.798], [-1.408, 2.305, 1.551], [-2.567, 3.138, 2.085], [-2.492, 4.559, 1.557], [-1.345, 5.169, 2.168], [-1.215, 6.503, 1.946], [-0.525, 7.191, 3.083], [-1.606, 7.038, 0.937], [-1.775, 0.431, 3.258], [-3.121, -0.206, 3.592], [-4.275, 0.752, 3.828], [-2.853, -1.182, 5.296], [-0.003, 0.511, 1.674], [0.346, -0.828, 1.413], [1.839, -1.014, 1.679], [2.686, 0.263, 1.511], [3.912, -0.076, 0.847], [3.073, 0.853, 2.858], [3.897, 2.055, 2.781], [-0.105, -1.267, -0.021], [1.011, -0.913, -1.068], [1.187, 0.325, -1.082], [1.444, -1.793, -1.744], [-0.493, -3.067, 0.141], [0.805, -3.826, 0.467], [-1.180, -3.601, -1.195], [-1.666, -3.263, 1.249], [0.945, 1.990, -2.546], [2.238, 2.645, -3.301], [-1.373, 3.411, -4.611], [-0.470, 1.219, -5.764], [-2.137, 1.382, -5.195], [0.030, 0.032, -3.566], [-1.346, -0.696, -4.463], [-2.960, 0.475, -3.114], [-1.659, 1.367, -2.269], [-2.843, -1.193, -1.521], [-1.252, -1.481, -2.163], [-0.689, 0.532, -0.633], [-2.356, -1.020, 1.150], [-4.546, -1.237, 1.090], [-6.776, -0.416, 0.339], [-6.920, 1.737, -0.844], [-2.857, 2.249, -0.713], [-1.219, 2.511, 0.495], [-0.510, 2.651, 2.064], [-2.493, 3.215, 3.171], [-3.553, 2.738, 1.856], [-3.396, 5.129, 1.758], [-2.329, 4.534, 0.478], [-1.117, 7.074, 3.988], [-0.357, 8.233, 2.843], [0.433, 6.711, 3.281], [-1.649, 1.297, 3.906], [-1.010, -0.269, 3.583], [-3.407, -0.999, 2.911], [-4.719, 1.095, 2.894], [-5.059, 0.282, 4.414], [-3.922, 1.618, 4.387], [-0.191, -1.461, 2.133], [1.944, -1.333, 2.719], [2.258, -1.814, 1.077], [2.173, 1.009, 0.911], [3.727, -0.058, -0.099], [3.656, 0.098, 3.389], [2.164, 1.079, 3.419], [3.515, 2.687, 2.087], [4.818, 1.771, 2.470], [0.713, -4.327, 1.348], [-2.141, -3.521, -1.220], [-1.267, -3.326, 2.125], [-0.278, -2.170, -9.517], [-1.107, -1.137, -9.111], [-1.473, -1.077, -7.776], [-1.074, -1.956, -6.858], [-0.275, -2.941, -7.263], [0.149, -3.091, -8.575], [0.034, -2.253, -10.551], [-1.460, -0.391, -9.810], [-2.118, -0.282, -7.414], [0.040, -3.639, -6.496], [0.801, -3.909, -8.847], [9.795, 1.141, 1.803], [8.800, 0.458, 1.123], [7.481, 0.658, 1.506], [7.123, 1.471, 2.497], [8.087, 2.120, 3.144], [9.433, 1.991, 2.836], [10.835, 1.012, 1.533], [9.036, -0.216, 0.311], [6.668, 0.147, 1.001], [7.761, 2.772, 3.946], [10.177, 2.544, 3.394], [-0.159, -8.395, 4.310], [0.182, -7.192, 4.905], [0.648, -6.167, 4.096], [0.791, -6.274, 2.776], [0.461, -7.436, 2.219], [-0.018, -8.522, 2.938], [-0.528, -9.221, 4.906], [0.091, -7.047, 5.973], [0.924, -5.209, 4.525], [0.590, -7.494, 1.144], [-0.271, -9.442, 2.430]], "lowdin_charge": [0.028, 0.110, -0.573, 0.139, 0.011, -0.205, -0.178, -0.158, -0.092, 0.021, -0.102, -0.160, -0.030, -0.043, -0.127, 0.103, -0.113, -0.346, -0.088, -0.155, -0.162, -0.016, -0.525, 0.022, 0.115, -0.148, -0.693, -0.143, 0.697, -0.059, -0.271, -0.051, -0.369, -0.038, -0.242, 0.012, -0.236, -0.711, -0.013, 0.088, 0.551, -0.085, -0.113, -0.156, 0.060, 0.098, 0.111, 0.116, 0.113, 0.101, 0.102, 0.122, 0.093, 0.130, 0.112, 0.153, 0.118, 0.123, 0.109, 0.109, 0.108, 0.123, 0.141, 0.117, 0.100, 0.137, 0.126, 0.091, 0.087, 0.093, 0.126, 0.088, 0.055, 0.063, 0.063, 0.081, 0.119, 0.124, 0.115, 0.125, 0.091, 0.122, 0.109, 0.062, 0.019, -0.030, 0.080, 0.075, -0.080, -0.072, -0.162, 0.056, -0.145, -0.070, 0.105, 0.101, 0.096, 0.107, 0.102, -0.085, -0.070, -0.137, 0.055, -0.149, -0.077, 0.103, 0.101, 0.099, 0.105, 0.098, -0.081, -0.074, -0.154, 0.049, -0.144, -0.071, 0.105, 0.101, 0.104, 0.110, 0.101]}

Record 5
{"formula": "C7H6", "method": "ωB97M-V/def2-TZVPD", "relative_energy_kcal_mol": 108.0, "total_charge": 0, "elements": ["C", "C", "C", "C", "C", "C", "C", "H", "H", "H", "H", "H", "H"], "coordinates": [[-1.464, -1.085, -1.396], [-0.150, -1.482, -1.339], [-3.040, 0.417, -0.791], [-1.720, 0.099, -0.553], [0.620, -0.780, -0.354], [0.032, 0.271, 0.188], [0.041, 1.355, 1.296], [-2.192, -1.290, -2.082], [0.200, -2.485, -1.700], [1.678, -0.928, -0.204], [-0.838, 0.990, 1.826], [-0.392, 2.224, 0.737], [1.055, 1.508, 1.534]], "lowdin_charge": [-0.161, -0.103, 0.235, -0.227, -0.125, -0.095, -0.047, 0.059, 0.117, 0.114, 0.082, 0.090, 0.060]}

no.,maximum force (hartree/bohr),energy (eV)
1,0.0087,-33196.7838
2,0.0279,-137382.3357
3,0.0266,-9270.8620
4,0.0472,-154103.3626
5,0.0984,-7348.8135